# 1
ORCA calculation (ωB97M-V/def2-TZVPD) on an isolated molecule of C5H8N2O2.

The geometry in XYZ format:
```
17
Properties=species:S:1:pos:R:3:mulliken_charge:R:1
C 0.84 1.87 0.28 -0.7876
N 1.00 0.42 0.10 0.8273
N 2.18 -0.13 -0.12 -1.0319
C 1.97 -1.45 -0.12 -0.6073
C 0.56 -1.77 -0.08 -0.5044
C 0.00 -0.48 0.02 0.0786
C -1.48 0.03 0.20 0.2689
O -2.06 0.55 -0.95 -0.5280
O -2.12 -1.11 0.66 -0.4688
H 1.74 2.21 -0.26 0.3492
H -0.18 2.26 -0.20 0.2289
H 0.75 1.93 1.42 0.3056
H 2.76 -2.08 -0.21 0.5383
H -0.05 -2.61 -0.11 0.4566
H -1.62 0.94 0.85 0.1754
H -1.38 0.52 -1.63 0.3779
H -2.91 -1.08 0.16 0.3215
```

Values from the calculation:
- Lowest unoccupied orbital energy: 0.6469 eV
- Energy relative to the best compared isomer or geometry (same formula, charge and spin): 2.956 eV
- 2S+1: 1

# 2
ORCA calculation (ωB97M-V/def2-TZVPD) on a structure of composition C5H8N2O3.

The geometry in XYZ format:
```
18
Properties=species:S:1:pos:R:3:mulliken_charge:R:1
C -2.52 -1.69 -0.15 -0.8076
N -1.69 -0.71 0.51 -0.4460
C -0.77 -0.14 -0.12 0.3786
O 0.67 -1.26 -0.51 -0.5767
C 1.67 -0.46 -0.26 0.6615
O 2.77 -1.02 0.25 -0.4837
C 1.39 0.88 -0.03 -1.0903
C -0.01 1.13 0.21 1.0246
N -0.37 1.81 1.36 -0.4999
H -2.79 -1.41 -1.18 0.2695
H -2.03 -2.68 -0.21 0.2862
H -3.47 -1.77 0.39 0.3040
H 2.15 1.65 0.07 0.3402
H 0.05 2.73 1.47 0.2404
H -1.35 1.79 1.61 0.2556
H 2.57 -1.90 0.58 0.3424
O -1.22 1.30 -1.03 -0.5957
H -0.78 1.02 -1.83 0.3969
```

Values from the calculation:
- Lowest unoccupied orbital energy: 0.1244 eV
- Energy relative to the best compared isomer or geometry (same formula, charge and spin): 5.212 eV
- 2S+1: 1

# 3
ORCA calculation (ωB97M-V/def2-TZVPD) on a cluster of 2 separate species, C5H8N2O3 in total.

The geometry in XYZ format:
```
18
Properties=species:S:1:pos:R:3:mulliken_charge:R:1
N -3.48 0.54 4.08 -0.4541
C -3.61 0.51 2.93 0.0601
C -3.77 0.44 1.45 0.3525
C -3.74 -1.01 0.96 -0.8380
C -2.30 -1.48 0.85 -0.3753
O -1.60 -0.70 -0.13 -0.2929
C -1.70 0.62 -0.17 0.6568
O -1.31 1.24 -1.15 -0.5837
N -2.75 1.22 0.78 -0.3655
H -4.76 0.88 1.23 0.2805
H -4.30 -1.67 1.62 0.4113
H -4.21 -1.04 -0.03 0.3292
H -1.77 -1.36 1.81 0.2580
H -2.25 -2.52 0.52 0.3169
H -2.97 2.19 0.59 0.2060
O 0.10 1.37 1.41 -0.6588
H -0.90 1.64 1.77 0.3924
H 0.32 0.58 1.90 0.3046
```

Values from the calculation:
- Lowest unoccupied orbital energy: 0.3875 eV
- Energy relative to the best compared isomer or geometry (same formula, charge and spin): 1.366 eV
- 2S+1: 1

# 4
ORCA calculation (ωB97M-V/def2-TZVPD) on a cluster of 2 separate species, C5H8N2O3 in total.

The geometry in XYZ format:
```
18
Properties=species:S:1:pos:R:3:mulliken_charge:R:1
O -2.05 2.65 -0.48 -0.4413
C -1.19 2.45 0.34 0.1828
O -1.00 1.21 0.84 -0.2751
C -0.06 0.26 0.29 0.3262
N 1.01 0.61 -0.30 -0.5412
C 1.95 -0.51 -0.31 -0.6058
C 1.29 -1.63 0.48 -0.0801
N 1.02 -1.26 1.86 -0.5891
C -0.05 -1.12 0.87 -0.0794
H -0.39 3.17 0.62 0.3673
H 2.13 -0.81 -1.35 0.3260
H 2.91 -0.20 0.12 0.2775
H 1.45 -2.68 0.23 0.4383
H 0.85 -2.09 2.42 0.2557
H -0.96 -1.70 0.95 0.4453
O -2.33 0.11 -2.23 -0.6618
H -1.58 0.68 -2.45 0.3109
H -3.00 0.84 -1.90 0.3438
```

Values from the calculation:
- Lowest unoccupied orbital energy: 0.7157 eV
- Energy relative to the best compared isomer or geometry (same formula, charge and spin): 2.684 eV
- 2S+1: 1

# 5
ORCA calculation (ωB97M-V/def2-TZVPD) on an isolated molecule of C5H8N2O3S.

The geometry in XYZ format:
```
19
Properties=species:S:1:pos:R:3:mulliken_charge:R:1
C 0.38 0.17 1.96 -1.6401
C 0.31 0.40 0.27 1.1510
C 0.01 1.82 0.01 -0.0581
N -0.24 2.89 -0.29 -0.4942
C 1.40 -0.14 -0.59 0.0349
N 2.39 -0.84 -0.08 -0.3509
O 1.43 0.07 -1.76 -0.6211
S -1.21 -0.55 -0.04 1.3229
C -1.83 0.01 -1.58 -1.0396
O -0.80 -1.95 -0.09 -0.6528
O -2.11 -0.17 0.96 -0.6488
H -0.53 0.68 2.15 0.5142
H 0.19 -0.87 2.11 0.5462
H 1.28 0.45 2.54 0.3209
H 2.32 -1.14 0.91 0.2251
H 3.11 -1.04 -0.77 0.2801
H -2.29 -0.89 -1.90 0.4564
H -2.71 0.66 -1.42 0.3676
H -1.10 0.43 -2.39 0.2863
```

Values from the calculation:
- Lowest unoccupied orbital energy: 0.5168 eV
- Energy relative to the best compared isomer or geometry (same formula, charge and spin): 1.741 eV
- 2S+1: 1

# 6
ORCA calculation (ωB97M-V/def2-TZVPD) on the ion C5H8N2PS with charge +1.

The geometry in XYZ format:
```
17
Properties=species:S:1:pos:R:3:mulliken_charge:R:1
C 1.98 0.05 -0.63 0.3472
C -0.57 -0.40 -0.45 0.3541
C -1.54 0.48 1.43 -0.5485
C -2.50 -0.48 0.69 -0.4335
C 3.34 0.28 -1.10 -1.3568
N -0.26 0.30 0.64 0.0604
N -1.83 -0.95 -0.49 -0.1512
P 1.30 1.03 0.78 -0.0773
S 0.71 -0.80 -1.48 -0.1098
H -1.75 1.51 1.25 0.3819
H -1.25 0.07 2.37 0.3434
H -2.82 -1.22 1.40 0.2650
H -3.50 0.12 0.59 0.2837
H 3.44 -0.03 -2.03 0.4906
H 3.96 -0.26 -0.54 0.3995
H 3.47 1.26 -0.97 0.4239
H -2.20 -0.97 -1.45 0.3273
```

Values from the calculation:
- Lowest unoccupied orbital energy (alpha / beta): -3.6611 / -6.3352 eV
- Total charge: +1
- 2S+1: 3
- ⟨S²⟩: 2.012

# 7
ORCA calculation (ωB97M-V/def2-TZVPD) on an isolated molecule of C5H8N2S.

The geometry in XYZ format:
```
16
Properties=species:S:1:pos:R:3:mulliken_charge:R:1
N -1.77 -0.51 2.08 -0.5759
C -0.62 -0.44 1.26 0.0865
C 0.61 -1.06 1.25 -0.6434
C 1.35 -0.54 0.16 -0.4824
C 0.56 0.39 -0.47 0.2476
C 0.81 1.20 -1.70 -0.7309
S 0.26 0.39 -3.27 -0.2182
N -0.64 0.43 0.19 -0.0509
H -2.25 -1.40 1.95 0.2611
H -1.50 -0.45 3.06 0.2789
H 0.94 -1.83 1.92 0.4104
H 2.35 -0.82 -0.14 0.4106
H 1.89 1.36 -1.82 0.3144
H 0.38 2.19 -1.63 0.3485
H -0.95 0.04 -2.83 0.1178
H -1.41 1.04 0.00 0.2258
```

Values from the calculation:
- Lowest unoccupied orbital energy: 0.8633 eV
- Energy relative to the best compared isomer or geometry (same formula, charge and spin): 0.323 eV
- 2S+1: 1

# 8
ORCA calculation (ωB97M-V/def2-TZVPD) on an isolated molecule of C5H8N2S.

The geometry in XYZ format:
```
16
Properties=species:S:1:pos:R:3:mulliken_charge:R:1
N -2.52 -0.08 0.51 -0.6593
C -1.32 0.17 -0.36 0.0083
C -0.50 -1.09 -0.18 -0.6692
C 0.79 -1.02 0.10 -0.4930
C 1.07 0.36 -0.05 0.7957
N 2.27 0.82 0.10 -0.6033
S 3.58 -0.33 0.16 -0.2248
C -0.26 1.16 0.04 -0.7312
H -3.03 -0.69 -0.15 0.2687
H -2.30 -0.49 1.54 0.3050
H -1.69 0.16 -1.35 0.4179
H -1.15 -1.82 -0.24 0.5978
H 1.57 -1.81 -0.18 0.2477
H 4.33 0.98 -0.31 0.2061
H -0.31 2.02 -0.65 0.2611
H -0.52 1.67 1.05 0.2724
```

Values from the calculation:
- Lowest unoccupied orbital energy: 0.5665 eV
- Energy relative to the best compared isomer or geometry (same formula, charge and spin): 4.431 eV
- 2S+1: 1

It is found that the largest force on an atom values, taken in the order of the records, are 3.66; 5.42; 4.27; 3.40; 3.54; 4.45; 0.43; 5.42 eV Å⁻¹.